1.
Density functional theory data (ωB97M-V with the def2-TZVPD basis set) for a molecular structure, C39H38AsMnO2S5.

The energy above the lowest of the compared OMol25 structures with the same formula, charge and spin is 0.000 eV. The total energy comes out at -191490.046 eV. The calculation puts the HOMO-LUMO gap (spin up / spin down) at 6.275 / 5.808 eV. Its spin multiplicity is 2. As for the net charge: -1.

```
86
Properties=species:S:1:pos:R:3:forces:R:3:lowdin_charge:R:1
As -0.1079 1.3020 -2.0372 -0.2 0.0 0.1 1.07
Mn 0.6825 0.0274 -0.0840 0.3 -0.5 0.1 -0.32
S 3.8658 1.4402 2.7913 -0.1 0.0 -0.1 0.39
S -0.7364 -1.8545 0.2149 0.2 0.4 -0.2 0.89
S -1.2426 1.7151 1.7912 -0.5 0.0 -0.1 1.00
S 2.0477 -0.6939 1.6697 0.0 0.0 0.0 0.56
S 2.1645 1.8025 0.3202 -0.1 0.0 0.1 0.45
O -2.1067 0.9363 0.8458 0.1 0.1 0.2 -0.52
O -0.1093 -3.1944 0.2962 0.0 0.1 0.0 -0.45
C 0.2027 -3.5562 5.2782 0.1 0.0 0.1 -0.07
C -0.5246 -2.8251 4.3848 0.0 0.0 0.0 0.00
C -1.0285 -0.6559 3.2699 -0.1 0.0 -0.1 -0.15
C -1.9982 4.0274 3.0554 0.0 0.0 0.1 -0.07
C -5.6691 -1.8213 4.9837 0.0 0.1 0.1 -0.09
C -2.2458 -2.9719 -3.3498 0.0 0.0 0.0 -0.04
C -3.6094 2.2367 3.1250 0.0 0.0 0.0 -0.05
C -4.1131 4.3551 4.1790 0.0 0.0 0.0 -0.28
C -1.4691 -2.8615 -2.2035 0.0 0.0 -0.1 -0.07
C -2.1333 -1.9803 1.3871 0.0 -0.1 0.0 -0.25
C -4.6135 -0.9899 5.4206 -0.1 0.0 0.0 -0.08
C -0.5622 0.4727 -3.7477 0.0 0.0 0.0 -0.27
C 1.5642 -1.2121 -1.4748 0.0 -0.1 -0.1 -0.29
C 2.7714 0.8770 1.6747 0.0 0.0 0.0 -1.76
C -3.3462 -1.5229 3.4216 0.0 0.0 0.1 -0.11
C -2.8721 -1.0580 -1.4424 0.0 0.0 0.0 -0.09
C -5.5604 -2.4892 3.7999 0.0 0.0 -0.1 -0.04
C -2.1738 -1.3597 2.6048 0.0 0.1 0.0 -0.13
C -3.4843 -0.8522 4.6672 0.0 0.0 0.0 -0.02
C -4.2619 -3.0628 1.7731 0.0 0.0 0.1 -0.02
C 0.9654 0.5606 4.8608 0.0 -0.1 0.0 -0.03
C -3.1626 -2.8762 1.0002 0.0 0.0 0.0 -0.05
C -4.1935 -2.2920 -4.7920 0.0 0.0 0.0 -0.06
C -0.7022 0.6630 3.1358 0.2 0.0 -0.1 -0.33
C 1.2384 2.5146 -2.7505 0.0 0.0 0.0 -0.32
C 1.1944 -2.9387 6.0714 0.0 -0.1 0.0 -0.08
C -5.0581 5.2170 4.9742 0.0 0.0 0.0 -0.06
C -3.3513 -2.1515 -3.5509 0.0 0.0 0.0 -0.29
C -0.2987 -1.4328 4.2275 0.0 -0.1 0.0 -0.12
C 0.3005 1.2778 3.9229 0.0 0.0 -0.1 -0.09
C 1.4313 -1.6025 5.9426 0.0 0.1 0.0 -0.03
C 0.6934 -0.8188 5.0229 0.0 0.0 0.0 -0.16
C -3.6505 -1.1965 -2.5817 0.0 0.0 0.0 -0.04
C -4.4022 -2.3574 2.9935 0.0 0.0 0.0 -0.16
C -2.8726 4.8326 3.7788 0.0 0.0 0.0 -0.04
C -4.4716 3.0487 3.8367 0.0 0.0 0.0 -0.03
C -2.3681 2.7307 2.7494 0.0 0.1 0.0 -0.36
C -1.7888 -1.9048 -1.2544 0.1 -0.1 -0.1 -0.38
C -1.5848 2.5810 -1.8983 0.0 0.0 0.0 -0.29
H 0.5864 2.3030 3.7157 0.0 0.0 0.0 0.11
H -3.1111 -0.3120 -0.6978 0.0 0.0 0.1 0.09
H -3.5830 -2.1964 -5.6918 0.0 0.0 0.0 0.08
H 1.0381 -1.3666 -2.4272 0.0 0.0 0.0 -0.04
H -3.0579 -3.4231 0.0723 0.0 0.0 0.1 0.12
H -0.6212 -3.5110 -2.0266 0.0 0.0 0.0 0.11
H 0.0294 -4.6214 5.3658 0.0 0.0 0.0 0.10
H -6.5588 -1.9294 5.5916 0.0 0.0 0.0 0.10
H -5.0400 -3.7514 1.4649 0.0 0.0 0.0 0.11
H 0.3379 0.0109 -4.1513 0.0 0.0 0.0 0.03
H 0.8535 3.0241 -3.6349 0.0 0.0 0.0 0.02
H -4.6988 -0.4592 6.3607 0.0 0.0 0.0 0.10
H -1.3171 -0.2966 -3.6149 0.0 0.0 0.0 -0.01
H 1.5209 3.2404 -1.9899 0.0 0.0 0.0 -0.01
H -1.0344 4.4037 2.7328 0.0 0.0 0.0 0.11
H -6.3600 -3.1345 3.4541 0.0 0.0 0.0 0.11
H -2.4794 2.0632 -1.5574 0.0 0.0 0.0 0.00
H 2.1219 1.9320 -3.0089 0.0 0.0 0.0 0.03
H -4.5034 -0.5418 -2.7241 0.0 0.0 0.0 0.11
H -1.2610 -3.3193 3.7647 0.0 0.0 0.0 0.12
H 1.7737 -3.5308 6.7688 0.0 0.0 0.0 0.10
H -1.9881 -3.7140 -4.0980 0.0 0.0 0.0 0.11
H -5.4417 2.6664 4.1350 0.0 0.0 0.0 0.11
H -0.9254 1.2314 -4.4424 0.0 0.0 0.0 0.02
H 1.7992 -2.1996 -1.0704 0.0 0.0 0.0 -0.02
H 2.2044 -1.1173 6.5261 0.0 0.0 0.0 0.11
H -2.6843 -0.2108 5.0130 0.0 0.0 0.0 0.12
H 1.7669 1.0146 5.4275 0.0 0.0 0.0 0.11
H -1.3218 3.3333 -1.1534 0.0 0.0 0.0 0.02
H -4.7244 6.2540 4.9942 0.0 0.0 0.0 0.07
H 2.5194 -0.7287 -1.7150 0.0 0.0 0.0 -0.01
H -4.6801 -3.2690 -4.8289 0.0 0.0 0.0 0.08
H -3.8938 1.2304 2.8456 0.0 0.0 0.0 0.11
H -2.5861 5.8487 4.0244 0.0 0.0 0.0 0.11
H -4.9701 -1.5281 -4.8287 0.0 0.0 0.0 0.07
H -6.0640 5.1896 4.5524 0.0 0.0 0.0 0.08
H -5.1267 4.8668 6.0063 0.0 0.0 0.0 0.08
H -1.7726 3.0689 -2.8556 0.0 0.0 0.0 0.02
```
Positions in Å, forces in eV/Å.

=====

2.
Density functional theory data (ωB97M-V with the def2-TZVPD basis set) for a molecular structure, C39H38BBaN10O4S2 in a non-equilibrium geometry.

The energy above the lowest of the compared OMol25 structures with the same formula, charge and spin is 0.000 eV. The total energy comes out at -87193.926 eV. The calculation puts the HOMO-LUMO gap at 5.794 eV. As for the net charge: -1.

```
95
Properties=species:S:1:pos:R:3:forces:R:3:lowdin_charge:R:1
Ba -0.0582 0.1189 0.7533 -1.1 1.1 0.5 1.77
S -3.1821 0.3747 2.3500 1.0 0.1 0.6 0.59
S -0.9102 -3.8628 2.2679 0.4 0.6 -0.1 0.56
O 3.0603 6.5106 4.6449 1.1 0.0 -2.1 -0.01
O 2.0892 1.7297 0.7620 -0.1 0.4 0.5 -0.20
O 4.0838 7.3715 2.9047 -1.2 -2.5 0.5 0.02
O 0.1605 1.4357 2.9877 3.1 2.3 2.0 -0.27
N -2.0628 -2.2332 4.0865 -0.7 -1.6 -0.2 -0.03
N 3.2002 -2.9827 -1.4127 0.5 -1.2 0.3 -0.08
N -0.9514 1.3072 -1.7359 -0.2 -2.4 0.4 -0.03
N -1.5812 2.8949 0.4439 -0.2 1.4 0.4 0.09
N -4.5075 -1.1529 0.6665 -0.1 -2.0 0.7 -0.15
N -4.0245 -2.2924 2.5031 0.0 0.5 -1.6 0.00
N -0.7275 -1.4301 -1.3209 -0.1 -1.5 -0.5 -0.06
N 1.8935 -1.6329 0.2585 3.7 -2.8 -3.8 0.03
N 0.0496 -1.6976 3.8121 -0.3 -1.7 -0.8 -0.13
N 3.4413 6.4301 3.4413 -0.6 1.8 1.6 -0.32
C -1.2199 0.4551 -2.7761 -0.1 0.8 1.0 -0.23
C -5.0943 -2.4323 0.5505 -0.3 0.6 0.0 -0.06
C 3.0713 3.8594 0.8038 -0.2 0.7 -1.8 -0.02
C -0.1121 5.3016 -1.9050 0.6 1.1 -2.2 -0.09
C -1.0312 4.8422 -0.9576 0.6 -0.9 0.3 -0.19
C -1.8172 5.6903 -0.1475 0.0 -0.5 1.2 -0.02
C 2.6285 -4.3511 -1.6645 -1.2 0.5 -0.9 -0.11
C -0.5569 2.5809 -1.7326 1.1 0.3 -2.1 -0.27
C 2.5494 -2.2275 -0.5659 -3.2 2.4 4.0 -0.23
C 3.0069 5.2317 2.7225 0.4 1.4 -0.1 -0.18
C -0.4203 -1.0461 4.9320 0.6 0.5 0.2 -0.09
C -4.7877 -3.1074 1.6728 0.8 0.2 0.5 -0.08
C 2.3198 2.7976 1.3817 -0.5 0.3 2.0 -0.37
C 3.2489 5.1130 1.3285 0.7 -1.2 0.6 0.01
C 0.3869 3.0948 -2.7042 -1.8 1.0 1.5 -0.03
C 4.1436 -4.4141 -3.7591 -1.3 0.2 0.4 -0.18
C 1.0598 2.1953 3.5147 -2.7 -2.4 -1.3 -0.18
C -1.4426 -1.8705 -3.5791 -1.3 0.2 -1.0 -0.19
C -1.7081 0.8522 -4.0334 1.0 2.2 0.5 -0.06
C -1.1764 -0.9779 -2.5086 0.4 0.3 -0.8 -0.18
C -1.3842 -3.2578 -3.3808 0.8 -0.4 2.0 -0.01
C -3.8252 -1.1016 1.8694 -1.6 -0.3 -0.7 -0.74
C 0.6172 4.4855 -2.7917 -0.4 -0.7 2.3 -0.09
C 4.9375 -3.2085 -3.2072 0.1 0.5 -0.5 -0.18
C 2.3521 4.2577 3.4515 0.4 -0.2 0.6 0.03
C -2.3553 5.1510 1.0155 0.2 -0.2 -1.2 -0.05
C -2.0242 -0.0050 -5.0500 -0.9 -3.4 -0.5 -0.11
C -1.6917 -1.4273 5.1002 -0.3 1.3 0.8 -0.10
C -1.0652 3.4415 -0.6978 -0.1 0.3 0.0 -0.18
C 3.5059 -5.2140 -2.5822 0.0 0.9 0.1 -0.17
C 1.4559 -1.8554 3.4386 0.2 -0.1 -0.2 -0.08
C -0.6331 -2.7524 -1.1445 0.3 0.7 0.5 -0.20
C 4.0054 -2.2814 -2.4281 -0.9 -0.2 -0.7 -0.14
C -1.9407 -1.4037 -4.8242 0.3 1.2 -0.3 -0.08
C -0.9989 -3.7029 -2.1098 -0.2 0.3 -1.7 -0.06
C 1.9020 3.0949 2.8180 0.7 -0.2 -2.1 -0.11
C -4.5435 -0.0872 -0.2955 -0.6 -0.3 -0.9 -0.07
C -2.1279 3.7620 1.2973 -0.2 0.2 -0.8 -0.14
C -0.9920 -2.5653 3.3672 1.2 0.7 -0.1 -0.76
B -3.5328 -2.7161 3.8616 -0.2 -0.7 1.6 -0.54
H -1.7072 1.9452 -4.2242 -0.2 -0.8 0.2 0.12
H 4.5304 -1.4736 -1.9129 -0.1 0.0 -0.3 0.13
H 4.2829 -5.6728 -1.9847 0.5 0.1 0.2 0.10
H -5.3529 -0.3512 -1.0413 1.0 0.5 0.7 0.11
H -2.4844 0.2860 -5.9976 0.4 0.4 0.3 0.10
H -2.5141 3.3993 2.2387 0.1 -0.4 0.1 0.08
H 5.8237 -3.4719 -2.6111 -0.4 -0.4 0.0 0.11
H 3.3287 3.6804 -0.2434 -0.1 0.1 0.2 0.12
H -4.2142 -2.3386 4.7712 -0.1 1.3 0.2 0.06
H 3.3379 -4.0722 -4.4760 0.7 -0.1 0.9 0.13
H 1.9272 -0.8702 3.2453 -0.5 -0.4 -0.3 0.07
H -3.7977 -3.8742 4.1299 0.8 -0.4 -0.9 0.06
H 4.7272 -5.0912 -4.3451 0.7 -0.3 -0.3 0.09
H -1.8869 6.7480 -0.4071 -0.1 -0.2 0.2 0.11
H -5.8220 -2.7457 -0.1955 0.6 0.4 -0.1 0.11
H 2.8868 -6.0608 -2.8635 -0.1 0.0 -0.5 0.11
H 2.2568 4.4311 4.5547 -0.2 -0.3 -1.3 0.14
H 0.7818 2.4029 -3.4017 0.5 -0.6 -0.5 0.09
H -2.4095 -1.1343 5.8378 -0.1 0.3 0.0 0.12
H -0.1592 -3.0517 -0.1957 -0.7 -0.1 -0.4 0.02
H -4.9168 -4.1434 1.9506 -0.3 0.2 -0.1 0.11
H 0.1465 -0.2544 5.4043 -0.1 -0.3 0.1 0.11
H -3.5668 0.0221 -0.8016 -0.4 0.0 0.1 0.08
H 3.2671 -1.8836 -3.1617 0.6 0.2 0.3 0.14
H -4.7697 0.8381 0.2350 0.0 0.0 -0.2 0.05
H 3.6976 5.8933 0.7079 -0.2 -0.1 0.6 0.12
H -0.0579 6.3822 -2.0614 0.2 -0.2 0.2 0.09
H 2.0929 -2.2850 4.2381 -0.7 -0.1 -0.2 0.09
H 2.4540 -4.9121 -0.7405 0.2 0.6 0.2 0.13
H -2.2519 -2.1820 -5.5387 0.2 0.7 0.1 0.09
H 5.3495 -2.5756 -4.0263 -0.3 -0.5 0.3 0.12
H 1.4871 -2.5292 2.5441 0.1 0.7 0.8 0.03
H -1.5700 -3.9457 -4.2079 -0.1 0.2 0.3 0.11
H -0.8991 -4.7648 -1.9433 0.0 -0.1 0.4 0.10
H 1.5927 -4.1925 -2.1097 1.3 -0.3 0.3 0.12
H 1.2275 2.1496 4.5922 -0.4 0.0 0.4 0.12
H 1.5007 4.8589 -3.3092 -0.6 0.2 -0.4 0.09
H -3.0013 5.7497 1.6573 0.3 -0.2 0.0 0.10
```
Positions in Å, forces in eV/Å.